# 1
{
  "formula": "HILaN",
  "method": "the ωB97M-V functional and the def2-TZVPD basis",
  "species": ["N", "I", "H", "La"],
  "xyz": [[-0.081242, -0.813249, 0.205169], [-2.065507, -0.206228, 0.205169], [0.512256, 0.059984, 0.205169], [1.634493, 0.959493, -0.615507]],
  "atomic_forces_ev_per_a": [[1.8, 1.9, -1.6], [1.0, 0.0, -0.1], [-4.7, -2.9, 4.0], [1.9, 0.9, -2.4]],
  "multiplicity": 1,
  "homo_lumo_gap_ha": 0.215,
  "e_homo_ev": -16.94,
  "mol_weight_g_mol": 280.83,
  "total_charge": 2
}

***

# 2
{
  "formula": "C4H6N3",
  "method": "the ωB97M-V functional and the def2-TZVPD basis",
  "species": ["C", "C", "C", "C", "N", "N", "N", "H", "H", "H", "H", "H", "H"],
  "xyz": [[0.438901, 0.219122, 0.830985], [-0.697147, 0.549327, -0.115672], [1.189213, -1.064487, 0.813825], [-0.972152, -0.173207, -1.299749], [0.761593, 1.280852, 1.459934], [-0.648551, 2.585893, 0.711387], [-1.120953, 1.811605, 0.004394], [0.527346, -1.822667, 0.326572], [1.707754, -1.247396, 1.846103], [1.961964, -0.870559, 0.104899], [-1.826306, -0.807897, -0.993996], [-0.064701, -0.891637, -1.431398], [-1.256960, 0.431051, -2.257284]],
  "atomic_forces_ev_per_a": [[-0.4, 2.6, 0.6], [1.5, -0.9, 0.0], [-0.2, -0.4, 1.2], [0.4, -1.9, -2.2], [-0.3, -1.3, -0.4], [-0.5, 0.5, 0.1], [0.5, 1.7, 1.3], [0.7, 0.1, 1.2], [-1.4, -0.1, -2.0], [0.9, -0.1, -0.6], [0.0, -0.3, -0.6], [-1.8, 1.2, -0.4], [0.7, -1.1, 1.9]],
  "multiplicity": 1,
  "homo_lumo_gap_ha": [0.305, 0.262],
  "e_homo_ev": [-16.07, -15.10],
  "mol_weight_g_mol": 96.11,
  "total_charge": 1,
  "de_lowest_kj_mol": 592.1
}

***

# 3
{
  "formula": "C15H23N3O5",
  "method": "the ωB97M-V functional and the def2-TZVPD basis",
  "species": ["O", "N", "O", "C", "C", "N", "C", "C", "C", "C", "O", "O", "H", "H", "H", "H", "H", "C", "C", "C", "C", "C", "C", "N", "O", "C", "C", "C", "H", "H", "H", "H", "H", "H", "H", "H", "H", "H", "H", "H", "H", "H", "H", "H", "H", "H"],
  "xyz": [[-1.105517, 2.181922, -0.272930], [-1.438324, 1.699698, -1.249977], [-2.900732, 1.966098, -1.566498], [-3.357935, 3.164869, -1.153150], [-2.930314, 4.334907, -1.755192], [-3.426553, 5.508886, -1.344698], [-4.319769, 5.611491, -0.356930], [-4.783469, 4.475236, 0.274246], [-4.291467, 3.248518, -0.128551], [-4.765579, 1.983676, 0.558646], [-4.019243, 1.305825, 1.165090], [-6.079821, 1.767877, 0.483436], [-2.205957, 4.304686, -2.552849], [-3.085948, 6.339253, -1.821686], [-4.660210, 6.595657, -0.080999], [-5.514237, 4.571367, 1.059056], [-6.452605, 2.210776, -0.292791], [2.478882, -2.636637, -1.743471], [3.289913, -2.277102, -0.478735], [3.403114, -3.500198, 0.430013], [2.099687, -3.842211, 1.153163], [1.553907, -2.623249, 1.895883], [1.413495, -1.389240, 1.007473], [2.666517, -1.125174, 0.241889], [3.545541, -0.534621, 1.009983], [0.217120, -1.554779, 0.052319], [1.073693, -0.178462, 1.868956], [4.678397, -1.879564, -0.968570], [2.088836, -1.738582, -2.225309], [3.115697, -3.142744, -2.468200], [1.648592, -3.313668, -1.549293], [4.180129, -3.321062, 1.179772], [3.735459, -4.355964, -0.161547], [1.357284, -4.224366, 0.446479], [2.281131, -4.649111, 1.864727], [0.582902, -2.860251, 2.337730], [2.224362, -2.391253, 2.729069], [0.197174, -0.737953, -0.673106], [-0.717468, -1.522813, 0.615459], [0.203577, -2.495097, -0.492187], [1.802675, -0.008330, 2.658606], [0.105834, -0.330358, 2.348387], [1.013824, 0.726972, 1.260230], [4.633065, -0.989045, -1.598269], [5.099565, -2.693107, -1.558326], [5.364776, -1.682776, -0.147346]],
  "atomic_forces_ev_per_a": [[0.0, 0.0, -0.6], [1.0, -0.5, 0.9], [-0.7, 0.6, -0.7], [0.1, -0.1, 0.1], [0.0, -0.5, 0.0], [0.3, -0.1, -0.2], [-0.3, 0.1, 0.4], [0.2, 0.5, -0.4], [-0.4, -0.4, 0.2], [-0.3, 0.6, -0.4], [0.7, -0.6, 0.6], [-0.2, -0.1, -0.3], [0.0, 0.2, -0.1], [-0.2, 0.1, 0.2], [0.1, 0.2, -0.1], [-0.1, 0.0, 0.1], [-0.2, 0.0, 0.2], [-0.2, 0.0, 0.0], [0.0, -0.4, -1.3], [-0.1, -0.1, 0.5], [0.0, 0.1, -0.1], [0.4, -0.4, 0.1], [-1.3, 0.2, -0.3], [1.3, -0.4, 1.9], [-0.6, 0.1, -0.8], [-0.1, -0.1, -0.2], [0.3, 0.3, 0.2], [0.2, 0.3, 0.2], [0.0, 0.0, 0.0], [0.1, 0.0, 0.1], [0.0, 0.1, 0.0], [0.0, 0.1, 0.0], [0.0, 0.1, -0.1], [0.0, 0.0, 0.0], [0.0, 0.0, 0.0], [0.0, 0.1, 0.0], [0.0, 0.1, -0.1], [0.0, 0.0, 0.0], [0.1, 0.0, 0.1], [0.1, 0.1, 0.0], [0.1, 0.0, -0.1], [0.0, -0.1, -0.1], [0.1, 0.0, 0.0], [0.0, 0.0, 0.0], [-0.1, -0.1, 0.0], [-0.1, 0.1, 0.0]],
  "multiplicity": 2,
  "homo_lumo_gap_ha": [0.177, 0.209],
  "e_homo_ev": [-10.07, -10.96],
  "mol_weight_g_mol": 325.36,
  "total_charge": 1
}

***

# 4
{
  "formula": "C20H22N2O5",
  "method": "the ωB97M-V functional and the def2-TZVPD basis",
  "species": ["C", "O", "C", "O", "C", "C", "C", "C", "C", "C", "C", "C", "N", "C", "O", "C", "N", "C", "O", "C", "C", "C", "C", "C", "C", "O", "C", "H", "H", "H", "H", "H", "H", "H", "H", "H", "H", "H", "H", "H", "H", "H", "H", "H", "H", "H", "H", "H", "H"],
  "xyz": [[1.470030, 1.512903, -4.642174], [1.147863, 1.444782, -3.260411], [2.059685, 1.925696, -2.416950], [3.093985, 2.435870, -2.753673], [1.642495, 1.714449, -0.961610], [2.488518, 0.555385, -0.389379], [2.516063, -0.610120, -1.341802], [1.507545, -1.565586, -1.339296], [1.515200, -2.595236, -2.264813], [2.530755, -2.686034, -3.200250], [3.546354, -1.744640, -3.201546], [3.539281, -0.714980, -2.277651], [0.234040, 1.447653, -0.833738], [-0.647598, 2.404458, -0.499631], [-0.353109, 3.556213, -0.256493], [-2.088306, 1.877546, -0.403563], [-2.272662, 1.079342, 0.788569], [-1.890085, -0.210324, 0.842011], [-1.413052, -0.780149, -0.133441], [-2.117894, -0.942932, 2.120576], [-2.072958, -2.331932, 2.028274], [-2.258259, -3.143104, 3.129295], [-2.485423, -2.559096, 4.361824], [-2.521408, -1.181443, 4.486548], [-2.341794, -0.356971, 3.380469], [-2.361867, 1.007145, 3.465597], [-2.481900, 1.622315, 4.728888], [1.843025, 2.506783, -4.896151], [0.552407, 1.294379, -5.181969], [2.236716, 0.772127, -4.879159], [1.851191, 2.643433, -0.417009], [3.502481, 0.923554, -0.228439], [2.060829, 0.260728, 0.570639], [0.707368, -1.512134, -0.616300], [0.720716, -3.326552, -2.254320], [2.534373, -3.488233, -3.923796], [4.346812, -1.811754, -3.924418], [4.330892, 0.020567, -2.286688], [-0.100527, 0.509147, -1.024953], [-2.302933, 1.252046, -1.274620], [-2.773607, 2.724852, -0.370759], [-2.524171, 1.551574, 1.642343], [-1.886484, -2.755755, 1.052863], [-2.224329, -4.216439, 3.028319], [-2.633693, -3.171675, 5.238498], [-2.695530, -0.753109, 5.460601], [-2.406979, 2.691887, 4.537904], [-3.449472, 1.404447, 5.190813], [-1.674583, 1.318917, 5.400972]],
  "atomic_forces_ev_per_a": [[0.3, 0.1, -0.3], [-0.3, -0.1, 0.1], [-0.2, 0.2, 0.2], [0.2, 0.0, 0.0], [0.1, 0.2, 0.1], [0.0, 0.1, -0.2], [0.1, -0.1, 0.2], [0.0, 0.0, 0.0], [-0.1, 0.0, 0.0], [0.0, -0.1, -0.1], [0.0, 0.0, -0.1], [0.0, 0.0, 0.0], [0.4, -0.4, -0.1], [-0.5, -0.3, 0.0], [0.0, 0.4, 0.0], [0.2, 0.0, -0.2], [-0.1, 0.2, 0.1], [-0.1, 0.3, 0.0], [0.0, -0.2, -0.2], [0.0, -0.1, 0.3], [0.0, 0.2, 0.0], [0.0, -0.1, 0.1], [0.0, 0.0, -0.1], [0.0, 0.3, 0.1], [0.0, -0.2, -0.1], [0.0, -0.3, -0.3], [-0.1, 0.2, 0.3], [-0.1, -0.1, 0.0], [0.0, 0.0, 0.0], [0.0, 0.0, 0.0], [0.0, -0.2, -0.2], [0.0, 0.0, 0.0], [0.0, 0.1, 0.0], [-0.1, 0.0, 0.1], [-0.1, -0.1, 0.0], [0.0, -0.1, 0.0], [0.1, 0.0, 0.0], [0.1, 0.1, 0.0], [-0.1, 0.2, 0.0], [-0.1, 0.1, 0.1], [0.1, -0.1, 0.0], [0.0, -0.1, 0.0], [0.0, 0.0, -0.1], [0.0, -0.1, 0.0], [0.0, 0.0, 0.1], [0.0, 0.1, 0.1], [0.0, -0.1, 0.1], [0.1, 0.0, 0.0], [0.0, 0.0, 0.0]],
  "multiplicity": 1,
  "homo_lumo_gap_ha": 0.351,
  "e_homo_ev": -9.02,
  "mol_weight_g_mol": 370.40,
  "de_lowest_kj_mol": 121.6
}

***

# 5
{
  "formula": "C33H39BFeN4O2P2",
  "method": "the ωB97M-V functional and the def2-TZVPD basis",
  "species": ["Fe", "C", "C", "C", "C", "C", "C", "C", "C", "C", "H", "H", "H", "H", "H", "H", "H", "H", "H", "H", "H", "H", "H", "H", "H", "P", "P", "N", "N", "N", "N", "C", "C", "C", "C", "C", "C", "C", "C", "C", "C", "C", "C", "C", "C", "C", "C", "C", "C", "H", "H", "H", "H", "H", "H", "H", "H", "H", "H", "H", "H", "H", "H", "H", "H", "H", "H", "H", "H", "O", "B", "O", "C", "C", "C", "C", "C", "C", "H", "H", "H", "H"],
  "xyz": [[-0.737130, 1.355495, -5.152070], [-1.882158, 1.775440, -6.602465], [-1.842475, 0.327091, -6.348144], [-0.989224, -0.644249, -7.133497], [0.528379, -0.206765, -7.234740], [0.996176, 0.581730, -6.047981], [0.927866, 1.989342, -5.855313], [0.459376, 2.914329, -6.922907], [-0.923268, 2.498726, -7.532659], [0.930594, 1.069658, 0.325031], [-2.847938, 2.304111, -6.442063], [-2.732528, -0.184939, -5.936685], [-1.437162, -0.746114, -8.142566], [-1.030624, -1.648244, -6.659649], [1.129836, -1.135011, -7.298754], [0.702861, 0.316774, -8.193506], [1.882313, 0.113037, -5.574941], [1.566406, 2.381521, -5.053312], [1.194910, 2.905742, -7.745649], [0.402623, 3.936663, -6.519560], [-1.436607, 3.411824, -7.875751], [-0.753901, 1.927673, -8.461229], [1.750628, 1.683982, 0.726360], [0.488079, 1.593028, -0.525734], [1.301352, 0.104668, -0.076777], [1.448616, -0.451164, -2.368751], [-1.346275, -1.015872, -1.856130], [2.854513, 0.639220, -3.137247], [2.654391, -1.584902, -1.892743], [-2.358095, 0.375666, -2.612423], [-2.727895, -1.935711, -1.476386], [0.655081, -1.454999, -3.708419], [-0.812906, -1.810960, -3.402789], [2.919011, 1.994896, -2.809322], [4.029389, 2.569504, -3.416636], [4.661936, 1.545478, -4.191936], [3.911202, 0.375711, -4.012025], [3.511050, -1.243149, -0.829167], [4.225285, -2.361869, -0.474781], [3.842070, -3.424030, -1.349501], [2.887448, -2.926370, -2.211322], [-2.061985, 1.707263, -2.296188], [-2.874051, 2.547934, -3.052657], [-3.658338, 1.717823, -3.931310], [-3.301321, 0.381487, -3.638677], [-3.858394, -2.354001, -2.190469], [-4.775078, -2.910865, -1.290553], [-4.158588, -2.853963, 0.018311], [-2.922908, -2.249806, -0.121643], [1.240799, -2.356036, -3.924820], [0.699617, -0.859311, -4.620815], [-1.492761, -1.573180, -4.244182], [-0.900808, -2.894214, -3.231061], [2.167036, 2.428324, -2.166842], [4.345934, 3.600483, -3.314850], [5.546221, 1.645462, -4.801609], [4.063704, -0.605755, -4.434243], [3.475436, -0.234098, -0.418170], [4.932516, -2.409917, 0.349651], [4.211055, -4.445698, -1.337923], [2.333027, -3.425157, -3.001977], [-1.416259, 1.871285, -1.443192], [-2.988796, 3.610423, -2.939391], [-4.443854, 1.994282, -4.620029], [-3.756165, -0.527958, -3.993339], [-3.934426, -2.259452, -3.252047], [-5.748561, -3.298417, -1.512908], [-4.569577, -3.200261, 0.950719], [-2.132936, -2.007023, 0.563535], [-0.354270, -0.415424, 2.010657], [-0.145954, 0.827156, 1.394208], [-0.952838, 1.814988, 1.956285], [-1.612220, 1.196840, 2.987533], [-2.244016, 1.769340, 4.066120], [-2.482573, 0.942566, 5.163369], [-2.152452, -0.405458, 5.177673], [-1.532495, -0.994269, 4.069800], [-1.243853, -0.164685, 3.012573], [-2.479719, 2.828687, 4.067464], [-2.927247, 1.373802, 6.051672], [-2.338185, -1.025229, 6.049306], [-1.246820, -2.037832, 4.019057]],
  "atomic_forces_ev_per_a": [[0.2, -0.4, 3.2], [-1.6, -0.2, -0.6], [-0.8, -0.5, -0.6], [0.6, 0.1, -0.6], [-0.7, -0.8, -1.1], [1.0, -0.1, 0.7], [1.2, 0.4, 0.1], [-0.3, 0.5, -0.9], [0.0, 0.5, -1.0], [0.1, -0.3, -0.3], [0.8, -0.6, 0.0], [0.3, 0.8, -0.5], [0.4, -0.2, 0.1], [0.0, 0.5, -0.2], [-0.2, 0.4, 0.0], [-0.1, -0.1, 0.4], [-0.8, 0.5, 0.0], [0.1, 0.0, -0.5], [-0.1, 0.3, 0.1], [0.0, -0.3, -0.2], [0.2, -0.2, 0.1], [0.0, 0.0, 0.3], [-0.2, -0.2, -0.2], [0.2, 0.1, 0.0], [-0.1, 0.8, 0.7], [3.0, 0.8, -2.5], [-2.7, 1.4, -1.2], [-1.2, 0.2, -0.2], [0.4, -0.7, 1.2], [1.2, 0.1, -0.2], [-0.8, -1.0, 0.9], [0.4, -0.3, -0.3], [0.1, -0.5, -0.2], [0.6, -0.4, -0.4], [-0.6, -0.7, 0.1], [-1.2, -0.8, 0.6], [0.1, 0.9, 0.4], [-0.4, -0.7, -0.2], [-0.1, 0.5, 0.1], [-0.4, 0.3, -0.4], [0.0, 0.0, 0.5], [-0.8, -0.4, -0.3], [0.0, -1.1, -0.1], [0.9, -1.7, 1.4], [-0.3, 1.6, 0.7], [-0.6, -0.6, 1.7], [2.1, 0.8, 0.0], [0.6, 0.5, -0.7], [-1.1, -0.4, -0.9], [-0.3, 0.3, 0.0], [-0.1, 0.1, 0.3], [0.4, 0.1, 0.3], [0.0, 0.2, 0.1], [0.1, 0.0, 0.0], [-0.1, -0.2, 0.0], [0.0, -0.1, 0.0], [0.0, 0.0, 0.1], [0.2, -0.4, -0.2], [-0.1, 0.0, -0.3], [-0.1, 0.3, -0.1], [0.3, 0.1, 0.4], [0.0, 0.3, -0.2], [0.3, 0.1, 0.0], [0.2, 0.1, 0.1], [0.2, 0.2, -0.1], [0.1, 0.0, -0.2], [-0.1, -0.1, -0.2], [-0.1, 0.0, 0.0], [0.0, 0.0, 0.3], [0.0, 0.4, -0.7], [-0.1, -0.3, 0.5], [-0.1, -0.2, -0.3], [0.7, -1.1, 0.7], [0.0, 0.1, -0.2], [-0.4, 0.1, 0.3], [0.1, -0.3, -0.4], [-0.2, 0.1, -0.1], [-0.2, 0.9, 0.6], [0.0, -0.1, 0.1], [-0.1, 0.0, -0.1], [-0.1, 0.2, -0.1], [0.1, 0.1, 0.2]],
  "multiplicity": 5,
  "homo_lumo_gap_ha": [0.186, 0.288],
  "e_homo_ev": [-5.09, -7.94],
  "mol_weight_g_mol": 652.31,
  "de_lowest_kj_mol": 0.0
}